Entry 1:
A 2-piece molecular cluster, C5H14NOS overall at a distorted geometry, computed with ωB97M-V with the def2-TZVPD basis set.

As for the energy above the lowest of the compared OMol25 structures with the same formula, charge and spin: 204.63 kJ/mol. The strongest force on any atom is 5.531 eV/A. As for the HOMO energy: -2.74 eV. For the electronic energy, the calculation gives -19784.13377 eV. Its HOMO-LUMO gap is 6.0333 eV.

ORCA input file:
```
! RIJCOSX wB97M-V def2-TZVPD def2/J DEFGRID3
* xyz -1 1
C -2.856 0.005 -1.448
N -1.684 -0.646 -0.937
C -0.490 0.169 -0.629
C 0.768 -0.606 -0.641
S 2.383 0.248 -0.148
C -0.764 0.965 0.681
C -4.129 0.084 -0.610
H -2.475 1.037 -1.720
H -2.912 -0.537 -2.429
H -1.993 -1.142 -0.039
H -0.354 0.960 -1.441
H 0.647 -1.510 -0.046
H 1.078 -0.968 -1.589
H -0.642 0.372 1.485
H -1.799 1.296 0.623
H -0.001 1.651 0.745
H -5.050 0.728 -0.744
H -4.555 -0.927 -0.534
H -3.849 0.307 0.419
H 4.200 -0.516 1.986
H 3.247 -0.170 3.218
O 4.117 -0.466 3.110
*
```

---

Entry 2:
A 2-piece molecular cluster, C3H4FNO overall at a distorted geometry, computed with ωB97M-V with the def2-TZVPD basis set.

As for the energy above the lowest of the compared OMol25 structures with the same formula, charge and spin: 68.48 kJ/mol. The strongest force on any atom is 1.208 eV/A. The structure (SMILES) is N=C=O.C=CF. As for the HOMO energy: -10.08 eV. For the electronic energy, the calculation gives -9429.90686 eV. Its HOMO-LUMO gap is 10.7693 eV.

ORCA input file:
```
! RIJCOSX wB97M-V def2-TZVPD def2/J DEFGRID3
* xyz 0 1
N -3.067 0.767 0.609
C -3.572 -0.145 0.035
O -3.987 -0.938 -0.693
H -2.960 1.073 1.548
C 1.414 -0.497 -0.766
C 0.595 -0.811 0.212
F 0.355 -2.084 0.559
H 1.922 -1.252 -1.340
H 1.583 0.532 -1.022
H 0.038 -0.116 0.828
*
```

---

Entry 3:
A 5-piece molecular cluster, C21H48O11 overall at a distorted geometry, computed with ωB97M-V with the def2-TZVPD basis set.

The strongest force on any atom is 8.748 eV/A. The structure (SMILES) is C[C@@H]1OC(=O)C[C@@H]1O.COCCOC.COCCOC.COCCOC.COCCOC. As for the HOMO energy: -9.41 eV. For the electronic energy, the calculation gives -45069.74316 eV. Its HOMO-LUMO gap is 9.8756 eV.

ORCA input file:
```
! RIJCOSX wB97M-V def2-TZVPD def2/J DEFGRID3
* xyz 0 1
C 0.388 3.959 6.029
C 0.367 2.327 5.873
O 0.279 1.680 7.191
C 1.359 0.699 7.435
O 1.392 0.110 8.633
C 2.304 0.565 6.102
C 1.903 1.998 5.405
O 2.988 2.901 5.854
H -0.709 4.422 6.112
H 1.000 4.255 6.983
H 0.895 4.379 5.033
H -0.268 1.821 5.030
H 1.821 -0.210 5.347
H 3.451 0.353 6.204
H 2.000 1.903 4.243
H 3.019 2.971 6.858
C -2.395 -2.203 3.009
O -2.464 -1.294 1.914
C -1.962 0.003 2.253
C -0.525 0.192 1.754
O 0.382 -0.687 2.426
C 0.687 -1.843 1.652
H -2.501 -3.219 2.619
H -1.444 -2.135 3.544
H -3.217 -2.004 3.700
H -2.032 0.178 3.333
H -2.606 0.734 1.751
H -0.207 1.215 1.983
H -0.461 0.059 0.667
H 1.431 -1.586 0.891
H -0.196 -2.268 1.172
H 1.117 -2.596 2.319
C -2.708 0.661 -1.419
O -1.866 1.768 -1.112
C -1.301 2.362 -2.286
C -2.072 3.622 -2.698
O -3.406 3.307 -3.109
C -4.359 3.544 -2.077
H -3.329 0.448 -0.544
H -3.366 0.864 -2.269
H -2.093 -0.215 -1.635
H -1.259 1.638 -3.108
H -0.274 2.648 -2.035
H -1.571 4.072 -3.562
H -2.079 4.365 -1.892
H -4.581 4.615 -2.024
H -4.013 3.192 -1.103
H -5.279 3.010 -2.333
C 3.208 1.069 -0.652
O 3.696 -0.255 -0.460
C 3.408 -1.107 -1.574
C 4.628 -1.258 -2.490
O 4.968 -0.017 -3.116
C 6.043 0.644 -2.456
H 3.706 1.727 0.066
H 3.409 1.442 -1.660
H 2.133 1.092 -0.463
H 2.538 -0.740 -2.130
H 3.155 -2.091 -1.164
H 4.379 -1.962 -3.291
H 5.487 -1.666 -1.943
H 6.991 0.183 -2.752
H 5.945 0.614 -1.369
H 6.048 1.690 -2.777
C -2.264 -3.702 -2.575
O -2.504 -2.593 -3.436
C -1.348 -2.242 -4.204
C -1.432 -2.808 -5.627
O -1.393 -4.238 -5.625
C -2.689 -4.814 -5.745
H -3.229 -4.103 -2.253
H -1.706 -4.500 -3.073
H -1.711 -3.366 -1.695
H -0.431 -2.572 -3.702
H -1.326 -1.149 -4.264
H -0.559 -2.465 -6.192
H -2.328 -2.445 -6.146
H -3.007 -4.781 -6.792
H -3.429 -4.309 -5.121
H -2.627 -5.861 -5.433
*
```

---

Entry 4:
A 2-piece molecular cluster, C8H7Br3O overall at a distorted geometry, computed with ωB97M-V with the def2-TZVPD basis set.

As for the energy above the lowest of the compared OMol25 structures with the same formula, charge and spin: 115.12 kJ/mol. The strongest force on any atom is 4.533 eV/A. As for the HOMO energy (alpha / beta): -9.48 / -9.48 eV. For the electronic energy, the calculation gives -220582.06210 eV. Its HOMO-LUMO gap (alpha / beta) is 7.2003 / 7.2020 eV.

ORCA input file:
```
! RIJCOSX wB97M-V def2-TZVPD def2/J DEFGRID3
* xyz 0 1
C 2.731 0.260 0.732
C 2.257 0.411 -0.539
C 1.804 -0.281 1.679
C 0.962 0.091 -0.886
C 0.562 -0.734 1.335
C 0.081 -0.389 0.097
C -2.004 0.492 -1.191
C -1.320 -0.584 -0.312
O -3.341 0.425 -1.199
Br -1.174 2.246 -0.753
Br -3.078 -0.317 1.691
Br -1.547 -2.473 -0.956
H 3.585 0.651 1.118
H 2.819 0.717 -1.378
H 2.207 -0.225 2.730
H 0.570 0.126 -1.915
H -0.055 -1.044 2.195
H -1.583 0.346 -2.188
H -3.478 0.281 -0.261
*
```